Density functional theory data (the ωB97M-V functional and the def2-TZVPD basis) for an isolated molecule of C19H28N2O2.

XYZ file:
```
51
C19H28N2O2, DFT the ωB97M-V functional and the def2-TZVPD basis
O -1.71 -1.85 -0.56
O 1.88 -0.27 1.78
N -0.28 -0.56 1.20
N -1.13 -3.93 0.10
C 0.69 1.63 0.96
C -0.23 -1.99 1.31
C -0.43 -4.81 1.02
C -0.15 2.06 -0.06
C 0.75 -6.16 -0.80
C 0.84 0.20 1.34
C 0.41 5.83 -0.08
C 1.38 3.91 1.32
C 0.32 -5.14 -1.85
C -0.16 -6.20 0.43
C 0.53 4.36 0.31
C 0.82 5.99 -1.55
C 1.30 6.74 0.77
C 1.46 2.57 1.63
C -1.05 6.27 0.10
C -1.08 -2.59 0.19
C -0.22 3.40 -0.37
C -1.98 -4.52 -0.91
C -1.19 -5.13 -2.09
H -0.87 3.71 -1.18
H 1.77 -5.93 -0.49
H 0.75 7.03 -1.85
H 1.84 5.65 -1.69
H 2.35 6.48 0.65
H 1.03 6.68 1.82
H -1.35 6.14 1.14
H 0.81 -2.30 1.24
H -2.63 -3.72 -1.27
H 0.18 5.41 -2.21
H 0.82 -5.38 -2.79
H -1.16 7.32 -0.15
H 2.13 2.23 2.41
H -1.10 -6.69 0.17
H -0.73 1.36 -0.64
H 1.99 4.61 1.87
H -2.62 -5.28 -0.43
H -1.54 -6.14 -2.29
H -0.63 -2.32 2.28
H 0.76 -7.16 -1.24
H -1.02 -4.93 1.93
H -1.72 5.69 -0.52
H 1.16 7.77 0.45
H -1.39 -4.53 -2.99
H 0.53 -4.37 1.29
H 0.31 -6.80 1.21
H 0.64 -4.14 -1.56
H -1.07 -0.21 0.67
```

Computed properties:
Energy relative to the best compared isomer or geometry (same formula, charge and spin) ... 26.89 kJ/mol
HOMO-LUMO gap ... 9.765 eV
SMILES ... CC(C)(C)c1ccc(C(=O)NCC(=O)N2CCCCCC2)cc1
HOMO energy ... -8.997 eV
Charge ... 0